No. 1
A 2-piece molecular cluster, C5H4OS overall in a non-equilibrium geometry, computed with ωB97M-V/def2-TZVPD.

Geometry as XYZ:
```
11
C5H4OS | the OMol25 dataset | ωB97M-V/def2-TZVPD
C 1.780 -3.913 -1.007
C 0.255 0.207 0.744
C 1.401 -3.822 0.132
C 0.319 -0.791 1.475
C -0.296 1.418 0.099
O 0.314 -4.907 2.219
S 1.333 -3.877 1.854
H 1.705 -4.089 -2.013
H -1.284 1.837 0.504
H 0.327 2.352 0.108
H -0.475 1.205 -1.056
```

Results
Molar mass ... 112.2 g mol⁻¹
ΔE to the lowest compared entry with this formula, charge and spin ... 217.2 kcal per mole
Spin multiplicity ... 1
E_LUMO (alpha / beta) ... -3.72 / -3.71 eV
Calculated total energy ... -18122.53169 eV

natural (NBO) population analysis, charges in e, atoms 1 to 5:
1. C -0.04
2. C -0.25
3. C -0.37
4. C -0.17
5. C -0.69

No. 2
A 2-piece molecular cluster, C4H11NO2 overall in a non-equilibrium geometry, computed with ωB97M-V/def2-TZVPD.

Geometry as XYZ:
```
18
C4H11NO2 | the OMol25 dataset | ωB97M-V/def2-TZVPD
C 1.811 -1.664 1.312
C 0.354 -1.359 0.989
N 0.091 -0.100 0.272
C 0.413 -0.094 -1.131
C 1.829 0.149 -1.663
O 2.820 0.241 -1.012
H 1.844 -2.613 1.842
H 2.342 -1.754 0.371
H 2.346 -0.869 1.835
H -0.042 -2.126 0.327
H -0.262 -1.270 1.878
H 0.569 0.644 0.759
H -0.268 0.526 -1.732
H 0.289 -1.130 -1.491
H 1.710 0.181 -2.776
H -6.113 2.593 1.684
H -6.267 3.073 0.259
O -5.802 2.412 0.784
```

Results
Molar mass ... 105.1 g mol⁻¹
ΔE to the lowest compared entry with this formula, charge and spin ... 41.4 kcal per mole
Spin multiplicity ... 1
E_LUMO ... 1.03 eV
Calculated total energy ... -9910.44562 eV

natural (NBO) population analysis, charges in e, atoms 1 to 5:
1. C -0.63
2. C -0.21
3. N -0.62
4. C -0.33
5. C 0.44

No. 3
A 2-piece molecular cluster, C6H7N2O2 overall in a non-equilibrium geometry, computed with ωB97M-V/def2-TZVPD.

Geometry as XYZ:
```
17
C6H7N2O2 | the OMol25 dataset | ωB97M-V/def2-TZVPD
C -3.079 0.734 0.068
C -3.219 -0.659 0.019
C -1.835 1.259 0.242
C -2.156 -1.544 -0.098
C -0.777 0.384 0.033
C -1.034 -0.862 -0.155
N 2.732 0.837 -0.383
N 2.806 -0.163 0.302
O 5.084 -0.231 -0.319
O 3.980 -0.749 0.441
H -4.007 1.263 0.267
H -4.190 -1.196 -0.028
H -1.469 2.304 0.061
H -2.469 -2.597 -0.129
H 0.206 0.811 0.205
H 3.662 1.104 -0.709
H 5.767 -0.693 0.183
```

Results
<S²> ... 2.020
Molar mass ... 139.1 g mol⁻¹
ΔE to the lowest compared entry with this formula, charge and spin ... 137.4 kcal per mole
Spin multiplicity ... 3
E_LUMO (alpha / beta) ... -4.40 / -8.93 eV
Charge ... +1
Calculated total energy ... -13392.98035 eV

natural (NBO) population analysis, charges in e, atoms 1 to 5:
1. C -0.10
2. C 0.05
3. C -0.22
4. C -0.32
5. C -0.05

No. 4
C35H35IrN8O2S as an isolated structure in a non-equilibrium geometry, computed with ωB97M-V/def2-TZVPD.

Geometry as XYZ:
```
82
C35H35IrN8O2S | the OMol25 dataset | ωB97M-V/def2-TZVPD
Ir 0.032 0.012 -0.264
C 2.699 3.119 1.565
C 2.799 2.822 2.917
C 1.977 1.845 3.440
C 1.082 1.156 2.609
N 1.011 1.445 1.303
C 1.792 2.404 0.809
C 0.319 0.055 3.215
C -0.172 0.194 4.514
C -0.687 -0.876 5.222
C -0.707 -2.137 4.641
C -0.259 -2.299 3.349
C 0.245 -1.218 2.608
H 3.323 3.873 1.112
H 3.518 3.325 3.548
H 2.052 1.559 4.477
H 1.693 2.600 -0.248
H -0.155 1.165 4.985
H -1.035 -0.736 6.234
H -1.056 -2.996 5.194
H -0.282 -3.271 2.873
O -1.983 0.161 0.625
C -2.893 -0.731 0.741
C -3.672 -0.752 1.930
C -4.675 -1.661 2.124
C -4.982 -2.592 1.133
C -4.266 -2.591 -0.047
C -3.221 -1.694 -0.272
C -2.453 -1.780 -1.493
N -1.176 -1.449 -1.656
C -0.836 -1.787 -2.929
C -1.916 -2.326 -3.562
N -2.927 -2.320 -2.646
H -3.396 -0.038 2.690
H -5.219 -1.668 3.056
H -5.761 -3.320 1.298
H -4.489 -3.339 -0.794
H 0.154 -1.619 -3.301
H -2.030 -2.716 -4.552
H -3.876 -2.617 -2.812
C 4.396 -0.627 -1.986
C 3.109 -1.075 -1.338
O 2.263 -0.206 -1.044
C 2.923 -2.476 -1.097
C 3.858 -3.445 -1.449
C 3.639 -4.787 -1.223
C 2.442 -5.238 -0.624
C 1.500 -4.355 -0.230
C 1.676 -2.889 -0.384
H 4.381 0.455 -2.080
H 4.501 -1.081 -2.969
H 5.252 -0.918 -1.380
H 4.780 -3.144 -1.918
H 4.385 -5.509 -1.508
H 2.288 -6.297 -0.489
H 0.586 -4.684 0.245
H 0.800 -2.459 -0.895
N 0.639 -1.461 1.308
C 1.641 -2.271 1.021
N 2.634 -2.585 1.797
C 2.877 -2.161 2.988
N 3.210 -1.799 4.034
C 0.025 5.786 -3.779
C 0.679 5.390 -2.458
N 0.681 3.952 -2.262
C -0.360 3.187 -1.880
S -0.283 1.547 -2.324
N -1.380 3.719 -1.216
C -2.596 3.023 -0.855
C -3.617 3.068 -1.987
H 0.077 6.864 -3.906
H -1.018 5.479 -3.804
H 0.541 5.315 -4.613
H 0.176 5.879 -1.620
H 1.723 5.709 -2.450
H 1.359 3.446 -2.817
H -1.391 4.719 -1.084
H -3.001 3.501 0.038
H -2.349 1.989 -0.603
H -3.858 4.096 -2.250
H -4.535 2.579 -1.676
H -3.229 2.563 -2.867
```

Results
<S²> ... 0.792
Molar mass ... 824.0 g mol⁻¹
Spin multiplicity ... 2
E_LUMO (alpha / beta) ... -3.11 / -3.85 eV
Charge ... +1
Calculated total energy ... -66547.55072 eV

Mulliken population analysis, charges in e, atoms 1 to 5:
1. Ir 4.72
2. C -1.13
3. C -0.66
4. C -1.17
5. C 0.63